<w>
12
Properties=species:S:1:pos:R:3 method="wB97M-V/def2-TZVPD" charge=-1 molar_mass_g_mol=122.5 orbital_gap_ev=7.784
C -2.76610 1.01326 -0.04805
C 0.04836 -0.03177 -0.62041
C -0.51008 -0.10771 0.88089
N -1.92170 -0.31224 0.92709
O -3.61407 0.44556 -0.72306
O -2.29256 2.11246 0.09602
Cl -2.25631 -1.85320 0.18519
H 1.21943 0.03359 -0.69125
H -0.23470 -0.95053 -1.14257
H -0.19676 0.94308 -1.11949
H 0.15563 -0.76954 1.50314
H -0.26127 0.77314 1.41471

---

<x>
12
Properties=species:S:1:pos:R:3 method="wB97M-V/def2-TZVPD" charge=-1 molar_mass_g_mol=122.5 smiles="N[C@H](Cl)CC(=O)[O-]" orbital_gap_ev=7.830
N 1.30380 1.02325 -0.43255
C 1.00650 -0.24697 0.25458
Cl 2.23043 -1.33175 -0.27820
C -0.61600 -0.82451 -0.24469
C -1.58945 0.29789 0.14668
O -1.38657 0.83283 1.25247
O -2.56679 0.50229 -0.59588
H 0.41048 1.23081 -0.84804
H 1.41535 1.69808 0.35102
H 0.91511 -0.22530 1.35152
H -0.71137 -1.80626 0.30912
H -0.41150 -1.15036 -1.26604

---

Relative energy of each structure, in eV: <w> 0.884; <x> 0.000.

---

<w>
7
Properties=species:S:1:pos:R:3 method="wB97M-V/def2-TZVPD" molar_mass_g_mol=81.1 orbital_gap_ev="9.397 / 9.104"
N 0.24363 -0.86727 -0.44787
O 1.52141 1.05466 0.61048
O 0.02011 1.48713 -1.34806
S 0.30339 0.80478 -0.11037
H -0.52952 -1.14364 -1.03786
H 0.32097 -1.45793 0.37066
H -1.87998 0.12226 1.96301

---

<x>
7
Properties=species:S:1:pos:R:3 method="wB97M-V/def2-TZVPD" molar_mass_g_mol=81.1 orbital_gap_ev="8.259 / 9.011"
N -0.92877 0.91105 0.60078
O 1.22384 -0.80916 -1.14191
O -0.16678 -0.86951 0.87305
S 1.25977 -0.75841 0.49122
H -1.84001 0.79762 1.17189
H -1.00885 0.67279 -0.44846
H 1.46080 0.05562 -1.54658

---

<y>
7
Properties=species:S:1:pos:R:3 method="wB97M-V/def2-TZVPD" molar_mass_g_mol=81.1 smiles="O=S.NO" orbital_gap_ev="7.548 / 7.552"
O -2.90757 1.39673 -1.70113
S -2.60280 2.01399 -0.42015
N -0.41278 0.14514 -0.27593
O 0.82280 0.21625 0.43301
H -0.04217 0.14637 -1.18583
H -0.89970 -0.70969 -0.05277
H 1.35945 0.94442 0.08437

---

Relative energy of each structure, in eV: <w> 0.466; <x> 0.000; <y> 0.243.

---

<w>
18
Properties=species:S:1:pos:R:3 method="wB97M-V/def2-TZVPD" molar_mass_g_mol=114.9 smiles="NCBCCOC=O" orbital_gap_ev=9.863
N 3.24719 -0.27685 0.03613
C 1.76945 -0.47598 -0.29936
B 0.98298 0.96666 -0.12084
C -0.61696 1.13180 0.29504
C -1.21273 -0.26144 0.92303
O -2.71064 -0.23759 0.98591
C -3.09605 -0.50493 -0.43054
O -3.95132 0.34315 -1.01263
H 3.69594 -1.22476 0.13005
H 3.65233 0.22530 -0.78778
H 1.61288 -0.79215 -1.43956
H 1.34922 -1.33572 0.38154
H 1.62651 1.94318 -0.35281
H -1.16353 1.48723 -0.70111
H -0.77564 2.00542 1.07237
H -0.86410 -0.38578 2.05182
H -0.90829 -1.22567 0.32529
H -2.63722 -1.38188 -1.05654

---

<x>
18
Properties=species:S:1:pos:R:3 method="wB97M-V/def2-TZVPD" molar_mass_g_mol=114.9 smiles=NB(O)[C@@H]1CCCO1 orbital_gap_ev=9.564
N 2.21978 1.21461 0.48211
B 1.65623 -0.11179 0.21275
O 2.25329 -1.18558 0.81493
C 0.35590 -0.36299 -0.70799
C -0.66614 0.78135 -0.70267
C -1.57668 0.33827 0.43184
C -1.66697 -1.13453 0.13048
O -0.32767 -1.52310 -0.15498
H 1.83866 1.60459 1.33917
H 1.96134 1.86626 -0.25115
H 2.64101 -1.81348 0.21236
H 0.68886 -0.60603 -1.72319
H -1.22956 0.89733 -1.62499
H -0.17592 1.72836 -0.49425
H -1.08294 0.51883 1.38710
H -2.56147 0.79766 0.48849
H -2.25572 -1.27737 -0.78070
H -2.07202 -1.73239 0.94072

---

Relative energy of each structure, in eV: <w> 4.897; <x> 0.000.

---

<w>
18
Properties=species:S:1:pos:R:3 method="wB97M-V/def2-TZVPD" molar_mass_g_mol=155.2 orbital_gap_ev=9.707
C -1.94718 1.37152 0.49520
C -0.42410 0.33561 2.01287
C 1.45126 -0.71538 -0.22646
N 1.68929 0.48453 -0.56151
O 0.05617 -0.30930 -2.50609
O 1.81551 -2.02375 -2.35084
O -0.17866 -2.48929 -1.15167
O -0.54678 1.19434 0.99644
S 0.55771 -1.33709 -1.58408
H -2.55143 1.60633 1.43521
H -2.32706 0.32595 0.23471
H -1.90695 2.14717 -0.19668
H -0.29335 0.91493 3.08098
H 0.56303 -0.17270 1.95605
H -1.07740 -0.36341 2.12383
H 1.71853 -2.88941 -2.52977
H 1.32283 0.89391 -1.39773
H 2.07859 1.02604 0.16954

---

<x>
18
Properties=species:S:1:pos:R:3 method="wB97M-V/def2-TZVPD" molar_mass_g_mol=155.2 smiles="CON(OC)S(C)(=O)=O" orbital_gap_ev=11.125
C -0.38598 -2.09873 0.31905
O 0.31362 -1.09546 -0.38627
N 0.20172 0.19040 0.23915
O 1.50821 0.61982 0.47050
C 2.00745 0.73805 1.77143
S -0.26526 1.16861 -1.13728
C -1.99787 0.61232 -1.54249
O -0.29848 2.50085 -0.61788
O 0.55062 0.78682 -2.25552
H 0.27744 -3.05674 0.18164
H -1.36374 -2.15761 -0.13331
H -0.51719 -2.07596 1.46792
H 1.50179 0.03297 2.44671
H 1.78663 1.77046 2.20395
H 3.06697 0.56014 1.74438
H -2.27141 1.50342 -2.14213
H -1.78962 -0.26290 -2.02246
H -2.32489 0.26356 -0.60739

---

Relative energy of each structure, in eV: <w> 0.000; <x> 0.819.

---

<w>
15
Properties=species:S:1:pos:R:3 method="wB97M-V/def2-TZVPD" charge=+1 molar_mass_g_mol=168.0 smiles="C[C@@H](Br)C(=[NH2+])NO" orbital_gap_ev=10.961
C 0.88996 -1.78413 -0.40304
C -0.26151 -0.99629 0.24885
Br -0.27024 -1.40297 2.22654
C -0.10150 0.43137 -0.01129
N 0.01686 0.78718 -1.25120
N -0.38349 1.30233 0.91525
O -0.25979 2.62248 0.73924
H 1.91132 -1.36919 -0.09907
H 0.82400 -1.82902 -1.43293
H 0.96768 -2.72570 -0.03820
H -1.37447 -1.15123 -0.18835
H 0.17395 0.15166 -1.97272
H -0.34729 1.71359 -1.47888
H -0.61832 1.08876 1.87952
H -1.16716 3.16115 0.86627

---

<x>
15
Properties=species:S:1:pos:R:3 method="wB97M-V/def2-TZVPD" charge=+1 molar_mass_g_mol=168.0 orbital_gap_ev="9.681 / 7.764"
C 0.12127 0.17634 0.02805
C -0.88235 -2.04367 -0.25298
C -0.77710 -0.66183 -0.76127
N 1.20380 2.24896 -0.85715
N 0.48951 -0.02687 1.21014
O 1.63276 2.63643 0.28110
Br -2.24140 0.65508 -0.19283
H -0.66980 -2.05629 0.79363
H -0.15440 -2.62527 -0.76114
H -1.82569 -2.47166 -0.43558
H -0.81264 -0.65085 -1.82316
H 0.20148 2.49290 -0.81821
H 0.11195 -0.83719 1.67505
H 0.97898 0.66426 1.69685
H 2.62362 2.49967 0.21749

---

Relative energy of each structure, in eV: <w> 0.000; <x> 3.550.

---

<w>
18
Properties=species:S:1:pos:R:3 method="wB97M-V/def2-TZVPD" charge=+1 molar_mass_g_mol=102.1 orbital_gap_ev=9.705
C 1.36634 -1.82745 1.52563
N 0.17544 -1.43208 1.37301
H 1.52266 -2.61535 2.25024
H 2.17719 -1.49286 0.82557
H -0.14844 -0.39546 1.28824
H -0.66183 -2.06853 1.53233
H 0.65372 3.52186 1.57403
H -0.11055 3.59765 0.27785
O 0.66576 3.13721 0.66976
H -1.03007 1.74474 0.71665
H -1.82488 0.74156 -0.19047
O -1.25763 0.86499 0.62398
H 1.80994 -0.90686 -1.94939
H 0.24485 -1.00126 -1.95235
O 1.06366 -1.12686 -1.34264
H -2.32695 -0.83682 -2.36420
H -1.35659 0.28187 -2.82798
O -1.51869 -0.32300 -2.19428

---

<x>
18
Properties=species:S:1:pos:R:3 method="wB97M-V/def2-TZVPD" charge=+1 molar_mass_g_mol=102.1 orbital_gap_ev=10.085
C -0.77082 -2.46359 -0.47758
N -0.73298 -1.90643 -1.62332
H -1.18971 -3.46023 -0.48117
H -0.40987 -1.83353 0.32752
H -0.38278 -1.00706 -1.98458
H -1.07248 -2.47334 -2.39821
H 0.44555 3.25347 1.70939
H 1.68987 2.66352 1.00964
O 0.98006 3.30750 0.89821
H -0.93684 1.36643 -2.89401
H -0.99127 1.09742 -1.31762
O -0.77613 0.74958 -2.20391
H 2.94216 -1.36040 2.30166
H 1.63509 -0.79204 2.93379
O 1.98298 -1.44118 2.30544
H -0.09843 1.58380 0.31193
H -1.38194 1.60554 1.13878
O -0.93245 1.11054 0.44403

---

<y>
18
Properties=species:S:1:pos:R:3 method="wB97M-V/def2-TZVPD" charge=+1 molar_mass_g_mol=102.1 orbital_gap_ev=9.213
C 0.77055 0.54045 2.09388
N 1.19119 0.16416 0.95511
H 1.24659 1.40431 2.54431
H -0.17337 0.18259 2.49473
H 0.69031 -0.61105 0.45513
H 1.71487 0.85827 0.39849
H -1.42438 -5.10675 -2.12112
H -1.24227 -4.04483 -0.94901
O -1.09242 -4.25232 -1.86359
H -0.36739 -1.50439 -1.55609
H -1.24363 -1.20753 -0.34546
O -0.33971 -1.44123 -0.59399
H 3.30011 2.77696 0.15999
H 3.92751 1.87524 1.24752
O 3.10036 2.07171 0.80134
H -3.65345 3.81852 -1.05236
H -2.49604 3.21466 -0.46930
O -3.31429 2.93303 -0.88698

---

Relative energy of each structure, in eV: <w> 0.950; <x> 0.000; <y> 0.192.